C5H6O | ωB97M-V/def2-TZVPD

Each line ends with the natural charge from an NBO analysis.
Geometry (Å):
C -2.574 0.386 -0.420  -0.549
C -1.325 -0.140 -0.051  -0.114
C -0.189 -0.403 0.339  -0.129
C 1.180 -0.798 0.244  0.498
O 1.497 -1.927 -0.092  -0.545
C 2.189 0.253 0.630  -0.703
H -2.771 1.474 -0.396  0.245
H -1.761 -0.283 -1.349  0.353
H -3.444 -0.236 -0.605  0.243
H 1.827 1.287 0.565  0.221
H 2.509 0.109 1.671  0.242
H 3.096 0.181 0.022  0.237

Values from the calculation:
Frontier orbital gap = 0.338 Eh
E_HOMO = -8.802 eV
Net charge = 0
Relative energy (zero: lowest compared OMol25 entry of this formula, charge and spin) = 95.5 kcal/mol